[1]
Computed, not measured: C7H11NO in the gas phase at a distorted geometry, with the ωB97M-V functional and the def2-TZVPD basis.

Element x y z (Å)
C: -0.2735 2.0224 -0.5196
C: -0.9119 0.6349 -0.3965
C: -0.9334 -0.7992 -0.9005
C: -0.2071 -1.5189 0.2546
C: 1.2862 -1.2810 0.3354
C: -0.2363 -0.7332 1.6066
C: 0.5139 0.8415 -0.0484
H: 0.8028 3.3022 -1.6212
H: -0.6778 2.7739 0.1463
H: -1.4923 0.7125 0.5112
H: -1.9636 -1.1327 -1.0005
H: -0.4321 -0.9122 -1.8848
H: -0.4104 -2.5583 0.3231
H: 1.8493 -1.1734 -0.5968
H: 1.8421 -1.9530 1.0119
H: -1.0953 -0.1351 1.9207
H: 0.0480 -1.4194 2.3991
H: 1.1414 0.7453 -0.9334
N: 0.9966 0.0148 1.1577
O: 0.1534 2.5689 -1.7650

Cartesian forces (eV/Å) of the 2 atoms listed first:
C 0.4 0.7 -0.4
C 0.8 0.4 -0.6

Output
ΔE to the lowest compared entry with this formula, charge and spin, kcal per mole: 119.70
HOMO level, hartree: -0.29585
SMILES: O[C@H]1[C@H]2CC3CN(C3)[C@H]12
Charge: 0
E_tot, eV: -10970.0854

[2]
Computed, not measured: C7H11NO in the gas phase at a distorted geometry, with the ωB97M-V functional and the def2-TZVPD basis.

Element x y z (Å)
C: -1.5655 -0.4727 -1.2273
C: 1.7702 1.5389 -0.5181
C: 0.0364 0.2724 0.8456
C: -1.2748 -0.7256 0.2344
C: 1.1842 0.2522 -0.0059
C: 1.6221 -0.9751 -0.4290
C: -0.1898 0.8211 2.0258
O: 1.0106 -2.0859 -0.0888
N: -2.1431 -1.0385 1.1049
H: -0.0512 -1.7526 0.2233
H: -3.0746 -1.1937 0.7204
H: 2.3584 -1.0667 -1.2248
H: -2.4107 -1.0759 -1.5583
H: -0.6965 -0.7241 -1.8350
H: -1.7916 0.5822 -1.3866
H: 1.0617 2.0688 -1.1610
H: 2.0172 2.2055 0.3087
H: 2.6675 1.3422 -1.1056
H: 0.6033 1.3375 2.5481
H: -1.1340 0.6900 2.5291

Cartesian forces (eV/Å) of the 2 atoms listed first:
C 0.3 -0.6 0.0
C 0.0 -0.1 0.1

Output
ΔE to the lowest compared entry with this formula, charge and spin, kcal per mole: 80.85
HOMO level, hartree: -0.29951
SMILES: [H]/N=C(\C)C(=C)/C(C)=C\O
Charge: 0
E_tot, eV: -10971.7702